Entry 1:
{
  "formula": "C12H12N2S",
  "method": "wB97M-V/def2-TZVPD",
  "species": ["C", "C", "C", "C", "C", "C", "C", "C", "C", "C", "C", "C", "N", "N", "S", "H", "H", "H", "H", "H", "H", "H", "H", "H", "H", "H", "H"],
  "coordinates": [[-2.7520, -0.5009, -2.8069], [-1.8339, 0.1645, -3.6623], [-2.4843, -0.6856, -1.4747], [-0.6489, 0.5567, -3.1469], [2.2569, 0.9889, 3.6095], [1.5705, 2.1009, 3.2365], [-1.3373, -0.2425, -0.8339], [-0.4364, 0.4026, -1.7457], [1.6294, 0.6424, 1.5822], [-1.0080, -0.5364, 0.5630], [1.2806, -0.1062, 0.3947], [1.9343, -1.4867, 0.2058], [2.3143, 0.1449, 2.6285], [1.2145, 1.8574, 1.9655], [1.0037, 1.0259, -0.9878], [-3.6740, -0.8256, -3.3688], [-2.0889, 0.3772, -4.7726], [-3.3232, -1.3568, -1.1207], [0.1960, 0.9356, -3.6353], [2.7159, 0.8538, 4.5154], [1.1768, 3.0469, 3.6008], [-1.3587, 0.2178, 1.2188], [-0.9265, -1.5094, 0.8736], [1.1743, -2.2614, 0.3076], [2.7212, -1.7666, 0.8722], [2.2322, -1.4796, -0.7913], [0.7465, 2.4885, 1.2826]],
  "lowdin_charge": [-0.11, -0.10, -0.08, -0.11, -0.18, -0.09, -0.28, -0.46, -0.41, 0.07, -0.44, -0.07, 0.11, 0.06, 0.99, 0.12, 0.14, 0.13, 0.08, 0.08, 0.12, 0.07, 0.05, 0.08, 0.07, 0.04, 0.15],
  "multiplicity": 1,
  "max_force_ev_per_a": 4.56,
  "e_tot_ha": -972.0525,
  "homo_lumo_gap_ev": [7.5, 7.5],
  "e_above_lowest_kcal_mol": 73.7
}

=====

Entry 2:
{
  "formula": "C5H12N2O4P",
  "method": "wB97M-V/def2-TZVPD",
  "species": ["C", "C", "N", "C", "O", "C", "N", "C", "P", "O", "O", "O", "H", "H", "H", "H", "H", "H", "H", "H", "H", "H", "H", "H"],
  "coordinates": [[0.9659, -0.6100, 1.4001], [0.7826, -0.8122, -0.0809], [0.1829, -2.0821, -0.5094], [2.3520, -0.5916, -0.7547], [3.3784, -0.4166, -0.1804], [0.1309, 0.3673, -0.7618], [1.2288, 1.4250, -0.8723], [-1.1325, 0.9280, -0.1514], [-2.4255, -0.4057, -0.0759], [-2.4888, -0.9108, -1.4658], [-2.2079, -1.3099, 1.0981], [-3.8318, 0.3603, 0.2027], [1.2104, -1.6580, 1.9080], [0.1762, -0.3075, 1.9682], [1.7987, 0.0912, 1.6382], [0.1551, -2.6920, 0.3007], [-0.8731, -1.8489, -0.4588], [2.4114, -0.8520, -1.8025], [-0.1705, 0.1436, -1.8537], [1.4140, 1.6258, 0.1072], [0.7910, 2.2922, -1.2306], [-0.9360, 1.4690, 0.7636], [-1.5984, 1.7681, -0.6920], [-3.9406, 0.1749, 1.2088]],
  "lowdin_charge": [-0.06, -0.49, 0.07, -0.23, 0.01, -0.40, 0.03, -0.21, 0.19, -0.34, -0.36, -0.22, 0.13, 0.02, 0.08, 0.06, 0.04, 0.10, 0.16, 0.06, 0.09, 0.08, 0.09, 0.09],
  "smiles": "C[C@](N)(C=O)[C@H](N)C[P@@](=O)([O-])O",
  "multiplicity": 1,
  "max_force_ev_per_a": 4.14,
  "e_tot_ha": -949.6706,
  "homo_lumo_gap_ev": 8.9,
  "charge": -1,
  "e_above_lowest_kcal_mol": 0.0
}

=====

Entry 3:
{
  "formula": "C4H8O2",
  "method": "wB97M-V/def2-TZVPD",
  "species": ["O", "C", "C", "C", "C", "O", "H", "H", "H", "H", "H", "H", "H", "H"],
  "coordinates": [[1.9745, -0.1628, 0.6197], [1.0271, 0.0635, -0.3723], [0.0792, 1.3059, -0.3154], [-1.1356, 0.3368, -0.4348], [-0.2093, -0.8732, -0.2250], [-0.3155, -1.1112, 1.2093], [1.4391, -0.5361, 1.3429], [1.5301, 0.0310, -1.3504], [0.2375, 2.0612, -1.0976], [0.0918, 1.8187, 0.6516], [-1.8822, 0.4333, -1.2321], [-1.5814, 0.2031, 0.5330], [-0.2850, -1.7977, -0.8096], [-0.9704, -1.7725, 1.4808]],
  "lowdin_charge": [-0.02, -0.33, -0.09, -0.11, -0.27, -0.08, 0.08, 0.15, 0.10, 0.11, 0.11, 0.09, 0.14, 0.11],
  "smiles": "O[C@@H]1CC[C@@H]1O",
  "multiplicity": 1,
  "max_force_ev_per_a": 1.78,
  "e_tot_ha": -307.6291,
  "homo_lumo_gap_ev": 10.5,
  "e_above_lowest_kcal_mol": 52.3
}

=====

Entry 4:
{
  "formula": "C2HBrF2S",
  "method": "wB97M-V/def2-TZVPD",
  "species": ["C", "C", "F", "F", "S", "Br", "H"],
  "coordinates": [[0.2481, -0.6803, 0.2242], [-0.2343, -0.4766, -0.9800], [0.2424, -1.1175, -2.0292], [-1.3116, 0.2029, -1.3284], [0.3382, 2.8197, 1.9264], [-0.3807, 0.5917, 1.6767], [1.0979, -1.3400, 0.5103]],
  "lowdin_charge": [-0.29, -0.49, 0.15, 0.14, -0.17, 0.57, 0.09],
  "multiplicity": 1,
  "max_force_ev_per_a": 2.49,
  "e_tot_ha": -3248.6052,
  "homo_lumo_gap_ev": 7.1,
  "e_above_lowest_kcal_mol": 66.7
}

=====

Entry 5:
{
  "formula": "C3H6AgLiO5",
  "method": "wB97M-V/def2-TZVPD",
  "species": ["H", "C", "C", "O", "Ag", "O", "H", "H", "H", "C", "O", "O", "H", "Li", "O", "H"],
  "coordinates": [[3.0020, 0.1380, 0.7161], [2.1992, -0.3378, 1.3261], [0.9417, -0.3644, 0.4589], [0.9707, -1.3681, -0.5160], [0.9617, 2.1267, 3.4009], [1.9807, 0.3142, 2.5118], [2.5169, -1.3976, 1.4632], [0.8532, 0.6382, -0.0165], [0.0760, -0.5109, 1.1422], [-2.5639, -0.0363, -1.7559], [-2.7184, 0.8691, -0.8957], [-2.2489, 0.3719, -3.0144], [-1.3869, 0.8002, -2.9881], [-1.8846, 1.6997, 0.4767], [-2.7302, -1.2629, -1.6135], [0.0306, -1.6800, -0.6959]],
  "lowdin_charge": [0.10, -0.47, -0.33, -0.10, 0.16, -0.50, 0.10, 0.10, 0.11, -0.83, -0.18, 0.05, 0.10, 0.61, 0.00, 0.11],
  "multiplicity": 2,
  "max_force_ev_per_a": 3.16,
  "e_tot_ha": -648.6365,
  "homo_lumo_gap_ev": [4.9, 6.4],
  "charge": -1,
  "e_above_lowest_kcal_mol": 2.3
}

=====

Entry 6:
{
  "formula": "C23H44NO3P3Re",
  "method": "wB97M-V/def2-TZVPD",
  "species": ["P", "C", "H", "H", "H", "C", "H", "H", "H", "C", "H", "H", "H", "P", "C", "H", "H", "H", "C", "H", "H", "H", "C", "H", "H", "H", "P", "C", "H", "H", "H", "C", "H", "H", "H", "C", "H", "H", "H", "Re", "C", "O", "C", "O", "C", "C", "C", "C", "C", "C", "H", "H", "H", "H", "H", "H", "O", "C", "C", "C", "C", "C", "C", "N", "H", "H", "H", "H", "H", "H", "H", "H", "H", "H", "H"],
  "coordinates": [[4.1062, -1.7408, -0.8747], [3.6080, -1.2014, 0.8164], [4.3760, -1.3737, 1.5705], [2.6692, -1.6963, 1.0825], [3.3764, -0.1316, 0.7721], [5.5537, -2.8734, -0.9107], [5.9955, -2.8309, -1.9100], [5.1300, -3.8765, -0.8003], [6.3042, -2.6957, -0.1418], [4.6684, -0.0310, -1.3625], [5.7078, 0.1698, -1.0471], [3.9916, 0.7041, -0.8836], [4.5613, 0.0950, -2.4536], [-1.6592, 5.4162, -1.3159], [-1.6608, 5.9551, 0.3683], [-1.9321, 7.0043, 0.2592], [-0.6804, 5.7752, 0.8321], [-2.3698, 5.3331, 0.9233], [-0.4391, 6.3066, -2.2240], [-0.4285, 5.9940, -3.2729], [0.5639, 6.0645, -1.8465], [-0.7093, 7.3458, -2.0639], [-3.2446, 5.2476, -2.0627], [-3.5495, 6.2761, -2.2251], [-3.8905, 4.7007, -1.3590], [-3.2643, 4.6389, -2.9779], [-3.0572, -2.7615, -0.6092], [-3.7149, -2.5709, 1.0986], [-4.5415, -3.2539, 1.3470], [-4.0950, -1.5373, 1.1532], [-2.9143, -2.6549, 1.8441], [-4.4449, -3.6027, -1.4874], [-5.0073, -4.3034, -0.8491], [-4.0578, -4.1186, -2.3817], [-5.1297, -2.8095, -1.8476], [-1.6755, -3.9837, -0.5538], [-1.8793, -4.9379, -0.0479], [-0.8017, -3.5013, -0.0899], [-1.3945, -4.1964, -1.5955], [0.0704, 0.8382, -2.3410], [1.1443, 2.3833, -1.4656], [1.6336, 3.2971, -0.9498], [-1.0611, 0.9624, -0.6025], [-1.6204, 1.2417, 0.3721], [-1.5761, 0.6535, -3.6006], [-1.1073, -0.6331, -3.2772], [0.2652, -0.9645, -3.3696], [1.1636, 0.0164, -3.8782], [0.6885, 1.2991, -4.2552], [-0.6709, 1.6346, -4.0487], [-2.6206, 0.9518, -3.5055], [-1.8402, -1.3666, -2.9114], [0.6412, -1.9439, -3.0672], [2.2283, -0.1965, -3.9706], [1.3566, 2.0693, -4.6221], [-1.0239, 2.6478, -4.2420], [0.2546, -1.6566, 1.0807], [0.0411, -1.6257, 2.3012], [0.3730, -2.7893, 3.2245], [1.5514, -2.5282, 4.1596], [1.1900, -1.6915, 5.3891], [0.6519, -0.3011, 5.0735], [-0.6786, -0.3081, 4.3151], [-0.5147, -0.5315, 2.8844], [-0.5275, -3.0464, 3.8029], [0.6046, -3.6434, 2.5777], [1.9281, -3.4998, 4.5023], [2.3787, -2.0564, 3.6100], [0.4449, -2.2369, 5.9837], [2.0853, -1.5838, 6.0120], [0.4924, 0.2425, 6.0130], [1.3947, 0.2719, 4.5038], [-1.3417, -1.0772, 4.7423], [-1.1725, 0.6626, 4.4374], [-0.8976, 0.1641, 2.2488]],
  "lowdin_charge": [1.10, -0.22, 0.08, 0.01, 0.04, -0.20, 0.07, 0.06, 0.09, -0.22, 0.09, 0.03, 0.05, 0.94, -0.20, 0.09, 0.08, 0.07, -0.21, 0.07, 0.07, 0.08, -0.21, 0.08, 0.08, 0.07, 1.05, -0.20, 0.08, 0.06, 0.05, -0.21, 0.09, 0.07, 0.07, -0.21, 0.09, 0.02, 0.05, 1.16, -0.11, 0.15, -0.11, 0.13, -0.19, -0.19, -0.17, -0.19, -0.18, -0.22, 0.15, 0.11, 0.15, 0.14, 0.15, 0.14, -0.06, -0.49, -0.10, -0.18, -0.19, -0.18, -0.17, 0.08, 0.13, 0.12, 0.13, 0.11, 0.13, 0.13, 0.13, 0.12, 0.13, 0.13, 0.10],
  "multiplicity": 4,
  "max_force_ev_per_a": 10.66,
  "e_tot_ha": -2284.0074,
  "homo_lumo_gap_ev": [5.8, 5.1],
  "charge": 4
}

=====

Entry 7:
{
  "formula": "C24H31N7O3PdS",
  "method": "wB97M-V/def2-TZVPD",
  "species": ["Pd", "C", "C", "N", "O", "C", "C", "N", "O", "H", "H", "H", "H", "H", "H", "H", "C", "N", "C", "C", "O", "N", "C", "N", "H", "H", "H", "H", "H", "H", "H", "C", "N", "C", "C", "C", "C", "C", "C", "C", "C", "H", "H", "H", "H", "H", "H", "H", "H", "H", "H", "H", "H", "S", "C", "N", "C", "C", "C", "C", "C", "C", "H", "H", "H", "H", "H"],
  "coordinates": [[-0.4837, 0.6592, -0.4968], [-3.2446, 3.3919, 1.3379], [-2.4090, 2.5882, 0.3859], [-1.8991, 1.4467, 0.7154], [-2.0546, 1.0713, 2.0578], [-2.1176, 3.0866, -0.9273], [-2.8235, 4.2572, -1.5379], [-1.1576, 2.4358, -1.5814], [-0.8877, 2.7521, -2.7697], [-3.5648, 2.7936, 2.1852], [-4.1139, 3.8001, 0.8217], [-2.6543, 4.2331, 1.7092], [-1.2149, 0.6150, 2.2261], [-2.9246, 5.0884, -0.8350], [-3.8272, 4.0141, -1.9078], [-2.2331, 4.5869, -2.3922], [3.5456, -1.6746, -3.2932], [2.7560, -0.5227, -2.9672], [3.3796, 0.5646, -2.1879], [2.3716, 0.8431, -1.0782], [2.1342, 2.2311, -0.9233], [1.1772, 0.2020, -1.5637], [1.4566, -0.6448, -2.4768], [0.6445, -1.7051, -2.9144], [4.2543, -1.4392, -4.0952], [2.8950, -2.4802, -3.6308], [4.1299, -2.0373, -2.4321], [3.5753, 1.4498, -2.8318], [4.3601, 0.2211, -1.8268], [-0.0860, -1.8324, -2.2233], [0.2209, -1.5013, -3.8136], [-3.0655, -1.5887, -2.0491], [-3.5637, -2.1664, -0.8199], [-3.5899, -3.6077, -0.9009], [-2.8995, -1.6572, 0.3876], [-1.4410, -2.0234, 0.6360], [-1.1850, -3.2487, 1.2621], [0.0956, -3.6360, 1.6063], [1.1568, -2.7768, 1.3440], [0.9252, -1.5588, 0.7282], [-0.3709, -1.1546, 0.3514], [-3.7898, -1.7615, -2.8516], [-2.1075, -2.0222, -2.3671], [-2.9089, -0.5155, -1.9288], [-4.2176, -3.9123, -1.7440], [-4.0191, -4.0242, 0.0138], [-2.5924, -4.0572, -1.0408], [-3.4904, -2.0224, 1.2357], [-2.9960, -0.5758, 0.3660], [-2.0210, -3.9007, 1.5039], [0.2618, -4.5881, 2.0999], [2.1660, -3.0411, 1.6419], [1.7499, -0.8692, 0.5460], [3.8849, 2.7684, 1.0932], [2.1219, 2.6907, 0.4098], [1.3370, 1.9562, 1.3230], [2.0480, 1.3628, 2.2768], [1.5412, 0.4864, 3.2648], [2.3716, -0.0839, 4.2172], [3.7374, 0.1748, 4.2472], [4.2717, 1.0452, 3.2852], [3.4592, 1.6259, 2.3457], [1.7894, 3.7300, 0.2993], [0.4860, 0.2350, 3.2578], [1.9366, -0.7615, 4.9470], [4.3781, -0.2819, 4.9930], [5.3354, 1.2661, 3.2861]],
  "lowdin_charge": [0.97, -0.02, -0.29, -0.14, -0.06, -0.32, -0.07, -0.19, -0.16, 0.07, 0.07, 0.09, 0.06, 0.06, 0.07, 0.06, -0.11, -0.11, -0.13, -0.35, -0.18, -0.02, -0.45, 0.12, 0.07, 0.06, 0.08, 0.10, 0.09, 0.03, 0.08, -0.11, -0.26, -0.14, -0.18, -0.24, -0.10, -0.13, -0.10, -0.12, -0.21, 0.07, 0.06, 0.07, 0.07, 0.07, 0.08, 0.11, 0.08, 0.09, 0.08, 0.09, 0.07, 0.88, -0.64, 0.02, -0.39, -0.07, -0.16, -0.18, -0.16, -0.53, 0.09, 0.08, 0.08, 0.06, 0.08],
  "multiplicity": 1,
  "max_force_ev_per_a": 0.43,
  "e_tot_ha": -2068.0440,
  "homo_lumo_gap_ev": 4.1,
  "charge": -2,
  "e_above_lowest_kcal_mol": 17.2
}

=====

Entry 8:
{
  "formula": "C37H29CuF2OP2S",
  "method": "wB97M-V/def2-TZVPD",
  "species": ["Cu", "O", "S", "C", "C", "C", "C", "C", "C", "P", "C", "C", "C", "C", "C", "C", "C", "C", "C", "C", "C", "C", "C", "C", "C", "C", "C", "C", "P", "C", "C", "C", "C", "C", "C", "C", "C", "C", "C", "C", "C", "H", "H", "H", "H", "H", "H", "H", "H", "H", "H", "H", "H", "H", "H", "H", "H", "H", "H", "H", "H", "H", "H", "H", "H", "H", "H", "H", "H", "F", "C", "F", "H"],
  "coordinates": [[0.1098, 1.1939, -0.5087], [-0.4264, 0.1619, 4.0311], [-0.0116, 0.0703, 2.6065], [1.6074, 0.8691, 2.5311], [2.0385, 1.4920, 3.6886], [3.3178, 2.0302, 3.7402], [4.1610, 1.9089, 2.6492], [3.7338, 1.2478, 1.5050], [2.4525, 0.7181, 1.4283], [1.8160, -0.1707, -0.0422], [3.0155, 0.1910, -1.3626], [3.2998, 1.5203, -1.6710], [4.1088, 1.8245, -2.7520], [4.6282, 0.8098, -3.5453], [4.3320, -0.5127, -3.2546], [3.5272, -0.8235, -2.1673], [2.0968, -1.9104, 0.3910], [3.3646, -2.3601, 0.7626], [3.5562, -3.6841, 1.1140], [2.4837, -4.5681, 1.1014], [1.2219, -4.1265, 0.7388], [1.0273, -2.7980, 0.3833], [-1.0170, 1.3208, 1.7662], [-0.9239, 2.6425, 2.1974], [-1.8258, 3.5804, 1.7407], [-2.8402, 3.2001, 0.8664], [-2.9382, 1.8879, 0.4485], [-2.0232, 0.9181, 0.8806], [-2.2445, -0.8612, 0.4536], [-4.0586, -1.0032, 0.6272], [-4.5497, -1.1675, 1.9219], [-5.9123, -1.2678, 2.1492], [-6.7995, -1.2265, 1.0820], [-6.3188, -1.0796, -0.2101], [-4.9544, -0.9637, -0.4371], [-2.0084, -0.9117, -1.3630], [-1.8204, 0.1907, -2.1949], [-1.4949, 0.0240, -3.5377], [-1.3856, -1.2468, -4.0739], [-1.5984, -2.3555, -3.2626], [-1.8906, -2.1882, -1.9213], [1.3704, 1.5237, 4.5397], [3.6557, 2.5319, 4.6371], [5.1619, 2.3182, 2.6883], [4.4050, 1.1511, 0.6619], [2.8697, 2.3241, -1.0861], [4.3147, 2.8609, -2.9839], [5.2543, 1.0515, -4.3942], [4.7248, -1.3085, -3.8741], [3.3013, -1.8596, -1.9525], [4.2000, -1.6702, 0.7785], [4.5406, -4.0283, 1.4029], [2.6356, -5.6023, 1.3815], [0.3833, -4.8106, 0.7379], [0.0395, -2.4424, 0.1206], [-0.1392, 2.9263, 2.8854], [-1.7438, 4.6091, 2.0642], [-3.5557, 3.9318, 0.5150], [-3.7428, 1.5933, -0.2137], [-3.8612, -1.2126, 2.7590], [-6.2820, -1.3880, 3.1592], [-7.8637, -1.3144, 1.2581], [-7.0061, -1.0521, -1.0458], [-4.5872, -0.8463, -1.4495], [-1.9451, 1.2004, -1.8231], [-1.3304, 0.8983, -4.1536], [-1.1341, -1.3775, -5.1182], [-1.5156, -3.3532, -3.6740], [-2.0189, -3.0623, -1.2911], [0.6958, 3.2554, -2.4163], [0.1469, 3.0723, -1.1328], [0.9676, 3.8673, -0.3008], [-0.7977, 3.6361, -1.1804]],
  "lowdin_charge": [0.22, -0.49, 0.94, -0.37, -0.07, -0.06, -0.06, -0.07, -0.32, 1.06, -0.35, -0.10, -0.06, -0.08, -0.08, -0.08, -0.36, -0.09, -0.07, -0.08, -0.07, -0.09, -0.41, -0.05, -0.05, -0.06, -0.08, -0.40, 1.10, -0.38, -0.10, -0.08, -0.09, -0.08, -0.09, -0.40, -0.12, -0.06, -0.08, -0.08, -0.12, 0.11, 0.11, 0.11, 0.10, 0.10, 0.11, 0.10, 0.10, 0.10, 0.11, 0.11, 0.10, 0.11, 0.04, 0.12, 0.12, 0.11, 0.11, 0.11, 0.10, 0.10, 0.10, 0.10, 0.08, 0.11, 0.10, 0.10, 0.10, -0.11, -0.36, -0.11, 0.07],
  "multiplicity": 1,
  "max_force_ev_per_a": 0.34,
  "e_tot_ha": -4423.6539,
  "homo_lumo_gap_ev": 7.9
}

=====

Copy entry 2 word for word.
{
  "formula": "C5H12N2O4P",
  "method": "wB97M-V/def2-TZVPD",
  "species": ["C", "C", "N", "C", "O", "C", "N", "C", "P", "O", "O", "O", "H", "H", "H", "H", "H", "H", "H", "H", "H", "H", "H", "H"],
  "coordinates": [[0.9659, -0.6100, 1.4001], [0.7826, -0.8122, -0.0809], [0.1829, -2.0821, -0.5094], [2.3520, -0.5916, -0.7547], [3.3784, -0.4166, -0.1804], [0.1309, 0.3673, -0.7618], [1.2288, 1.4250, -0.8723], [-1.1325, 0.9280, -0.1514], [-2.4255, -0.4057, -0.0759], [-2.4888, -0.9108, -1.4658], [-2.2079, -1.3099, 1.0981], [-3.8318, 0.3603, 0.2027], [1.2104, -1.6580, 1.9080], [0.1762, -0.3075, 1.9682], [1.7987, 0.0912, 1.6382], [0.1551, -2.6920, 0.3007], [-0.8731, -1.8489, -0.4588], [2.4114, -0.8520, -1.8025], [-0.1705, 0.1436, -1.8537], [1.4140, 1.6258, 0.1072], [0.7910, 2.2922, -1.2306], [-0.9360, 1.4690, 0.7636], [-1.5984, 1.7681, -0.6920], [-3.9406, 0.1749, 1.2088]],
  "lowdin_charge": [-0.06, -0.49, 0.07, -0.23, 0.01, -0.40, 0.03, -0.21, 0.19, -0.34, -0.36, -0.22, 0.13, 0.02, 0.08, 0.06, 0.04, 0.10, 0.16, 0.06, 0.09, 0.08, 0.09, 0.09],
  "smiles": "C[C@](N)(C=O)[C@H](N)C[P@@](=O)([O-])O",
  "multiplicity": 1,
  "max_force_ev_per_a": 4.14,
  "e_tot_ha": -949.6706,
  "homo_lumo_gap_ev": 8.9,
  "charge": -1,
  "e_above_lowest_kcal_mol": 0.0
}